# 1
{"formula": "C21H30Cl2N7O3S2Tl", "method": "ωB97M-V with the def2-TZVPD basis set", "symbols": ["Tl", "N", "C", "C", "N", "C", "C", "N", "H", "H", "H", "H", "H", "H", "H", "H", "H", "H", "H", "H", "H", "C", "C", "N", "N", "C", "S", "N", "N", "H", "H", "H", "H", "H", "H", "Cl", "C", "C", "C", "Cl", "C", "O", "C", "C", "O", "C", "H", "H", "H", "C", "S", "O", "C", "C", "C", "C", "C", "C", "H", "H", "H", "H", "H", "H", "H", "H"], "xyz": [[-0.0137, 0.0881, 0.3878], [-1.7930, 2.0957, 0.2999], [-3.0648, 1.7489, 0.9110], [-2.8548, 1.0035, 2.2356], [-2.0927, -0.2280, 2.0883], [-2.8157, -1.4479, 1.7903], [-2.9501, -1.6538, 0.2881], [-1.6345, -1.8057, -0.3432], [-1.8556, 2.2327, -0.7016], [-1.3164, 2.8592, 0.7626], [-3.6717, 2.6318, 1.1263], [-3.6201, 1.1245, 0.2126], [-2.3058, 1.6622, 2.9113], [-3.8394, 0.8050, 2.6674], [-1.3989, -0.3431, 2.8084], [-2.2651, -2.2918, 2.2111], [-3.8166, -1.4367, 2.2315], [-3.5955, -2.5167, 0.1137], [-3.4249, -0.7788, -0.1541], [-1.2732, -2.7473, -0.2445], [-1.6697, -1.5713, -1.3303], [4.4303, -4.1100, 0.9744], [3.6915, -3.6305, -0.2151], [3.7575, -4.1122, -1.4071], [2.9071, -3.3450, -2.1478], [2.3005, -2.3849, -1.4472], [1.2324, -1.2222, -2.0349], [2.7953, -2.5629, -0.1883], [2.4533, -1.7579, 0.8838], [5.1255, -4.8854, 0.6658], [3.7470, -4.5264, 1.7168], [4.9866, -3.2961, 1.4413], [2.7910, -3.5296, -3.1313], [2.1900, -2.3129, 1.6919], [3.2263, -1.1469, 1.1275], [4.6622, 1.1064, 7.1101], [3.6719, 0.6858, 5.8017], [3.3830, -0.6654, 5.5579], [2.5622, -0.9997, 4.5195], [2.1816, -2.6488, 4.2443], [1.8906, 0.0026, 3.6956], [0.9710, -0.3392, 2.9289], [2.3249, 1.3777, 3.9169], [1.9706, 2.4675, 2.9972], [1.3076, 2.3558, 1.9912], [3.1660, 1.6855, 4.9535], [3.8087, -1.4315, 6.1914], [2.3957, 3.4489, 3.2706], [3.4516, 2.7175, 5.1210], [-0.3388, 3.1563, -2.8791], [-0.5959, 1.3909, -3.1418], [-1.4308, 0.9302, -1.9621], [-1.6976, 1.5115, -4.5377], [-3.0697, 1.5573, -4.3644], [-3.8768, 1.6492, -5.4889], [-3.3084, 1.6851, -6.7555], [-1.9294, 1.6358, -6.9126], [-1.1127, 1.5374, -5.7970], [-1.3020, 3.6583, -2.7978], [0.2259, 3.5462, -3.7249], [0.2460, 3.2671, -1.9652], [-3.4965, 1.5162, -3.3705], [-4.9515, 1.6953, -5.3760], [-3.9454, 1.7432, -7.6278], [-1.4912, 1.6675, -7.9006], [-0.0349, 1.4815, -5.8999]], "lowdin_charge": [0.995, -0.017, -0.215, -0.175, -0.112, -0.186, -0.220, -0.039, 0.034, 0.093, 0.130, 0.107, 0.131, 0.131, 0.082, 0.132, 0.133, 0.130, 0.103, 0.094, 0.053, 0.012, -0.306, 0.152, 0.048, -0.731, 0.651, -0.084, 0.089, 0.099, 0.086, 0.090, 0.169, 0.045, 0.120, 0.837, -0.621, -0.094, -0.537, 0.808, -0.356, -0.083, -0.082, -0.175, 0.009, -0.017, 0.125, 0.142, 0.132, -0.206, 0.902, -0.657, -0.405, -0.071, -0.055, -0.052, -0.055, -0.083, 0.074, 0.071, 0.056, 0.107, 0.115, 0.116, 0.117, 0.115], "orbital_gap_ev": [5.80, 5.15], "homo_energy_ev": [-13.6, -13.2], "charge": 2, "energy_ha": -3315.907165, "e_lumo_ha": [-0.2866, -0.2973]}


# 2
{"formula": "CH2N2O3", "method": "ωB97M-V with the def2-TZVPD basis set", "symbols": ["C", "N", "N", "O", "O", "O", "H", "H"], "xyz": [[1.5669, 0.0802, 0.0329], [-0.3728, 0.5345, -0.0763], [-1.2786, -0.5434, -0.1286], [-0.5496, 1.7488, -0.2424], [-0.7539, -1.6355, -0.2270], [-2.4215, -0.2348, 0.0539], [2.0214, 1.0171, 0.2631], [1.7882, -0.9669, 0.3243]], "lowdin_charge": [0.283, -0.132, -0.412, 0.024, 0.071, 0.123, 0.012, 0.032], "orbital_gap_ev": [8.36, 9.13], "homo_energy_ev": [-9.7, -10.6], "energy_ha": -374.186207, "e_lumo_ha": [-0.0506, -0.0528]}


# 3
{"formula": "C6H15NO2", "method": "ωB97M-V with the def2-TZVPD basis set", "symbols": ["C", "C", "C", "O", "H", "H", "H", "H", "H", "H", "H", "H", "C", "C", "C", "O", "N", "H", "H", "H", "H", "H", "H", "H"], "xyz": [[-1.4587, -0.1848, 0.4936], [-2.1517, 1.0409, 0.9784], [-2.2665, -1.4569, 0.5206], [-1.1008, 0.2290, -1.0210], [-1.7028, -0.1971, -1.6519], [-0.4614, -0.2819, 0.9283], [-1.7421, -2.2659, 0.0162], [-1.8349, 1.2708, 1.9905], [-3.2325, 1.0387, 0.8297], [-1.7056, 1.7372, 0.1934], [-3.2317, -1.3115, 0.0352], [-2.4393, -1.7438, 1.5576], [2.1038, -0.4705, -1.2978], [1.9635, 1.7322, -0.0086], [2.1296, 0.2467, 0.0445], [1.6454, -1.7971, -1.1835], [2.1834, -0.3493, 1.1558], [0.7396, -1.7564, -0.8262], [2.2135, -1.3657, 1.0461], [1.4542, 0.0814, -1.9931], [3.1135, -0.4927, -1.7181], [2.7353, 2.1670, -0.6447], [0.9900, 1.9782, -0.4343], [2.0563, 2.1515, 0.9895]], "lowdin_charge": [-0.384, -0.067, -0.063, -0.140, 0.071, 0.109, 0.074, 0.081, 0.081, 0.101, 0.084, 0.090, -0.226, -0.046, -0.438, -0.071, 0.139, 0.076, 0.056, 0.114, 0.129, 0.082, 0.071, 0.078], "orbital_gap_ev": 10.34, "smiles": "[H]/N=C(/C)CO.CC(C)O", "homo_energy_ev": -9.6, "energy_ha": -442.800257, "e_lumo_ha": 0.0260}


# 4
{"formula": "C8H11NOS", "method": "ωB97M-V with the def2-TZVPD basis set", "symbols": ["C", "C", "C", "C", "C", "C", "C", "C", "H", "H", "H", "H", "H", "H", "H", "H", "H", "H", "H", "N", "O", "S"], "xyz": [[1.8088, -0.0650, 0.3532], [1.2514, 0.8955, -0.7462], [-0.2755, 1.0432, -0.4033], [-0.2514, 0.8828, 1.1377], [0.5259, -0.4723, 1.0724], [-0.3133, -1.3491, 0.1186], [-0.9616, -0.2885, -0.8210], [-3.4534, -0.2082, -0.2654], [3.1415, -0.6379, -0.8731], [2.4786, 0.4786, 1.0662], [1.7389, 1.8807, -0.8140], [1.4961, 0.3629, -1.6797], [-0.7738, 1.8920, -0.9113], [0.3576, 1.7091, 1.5545], [-1.2256, 0.8355, 1.6091], [0.6999, -0.9394, 2.0691], [-1.0387, -1.9263, 0.7130], [0.3930, -1.9752, -0.4938], [-0.7584, -0.4863, -1.8522], [-2.3829, -0.2924, -0.7647], [2.5074, -1.1464, -0.2489], [-4.9644, -0.1932, 0.1797]], "lowdin_charge": [-0.369, -0.082, -0.218, -0.079, -0.249, -0.060, -0.285, -0.800, 0.141, 0.153, 0.117, 0.117, 0.149, 0.126, 0.113, 0.152, 0.126, 0.127, 0.134, 0.101, -0.063, 0.647], "orbital_gap_ev": 9.56, "smiles": "O[C@H]1C[C@@H]2C[C@H]1C[C@H]2N=C=S", "homo_energy_ev": -8.9, "energy_ha": -839.597483, "e_lumo_ha": 0.0233}


# 5
{"formula": "C10H16NNa", "method": "ωB97M-V with the def2-TZVPD basis set", "symbols": ["Na", "C", "H", "H", "H", "C", "N", "C", "C", "C", "C", "C", "C", "C", "C", "H", "H", "H", "H", "H", "H", "H", "H", "H", "H", "H", "H", "H"], "xyz": [[0.6277, 0.6511, 0.1411], [-0.8212, -0.4730, 1.6142], [-0.8834, 0.0175, 2.5904], [-0.4776, -1.4997, 1.7788], [-1.8523, -0.5406, 1.2305], [-2.9187, 1.2359, -3.5104], [-2.8127, 0.8727, -2.0737], [-2.0611, -0.4156, -1.9016], [-2.2428, 2.0292, -1.2370], [-1.0068, 2.6742, -1.8162], [-1.1088, 4.0126, -2.2052], [0.0191, 4.6876, -2.6557], [1.2257, 4.0081, -2.7268], [1.2714, 2.6608, -2.3833], [0.1838, 1.9270, -1.8930], [-3.4293, 0.4296, -4.0310], [-1.9065, 1.3673, -3.8826], [-3.4684, 2.1702, -3.5978], [-3.7501, 0.7221, -1.7085], [-1.0327, -0.1771, -2.1784], [-2.5067, -1.1507, -2.5700], [-2.1242, -0.7218, -0.8610], [-2.0597, 1.5908, -0.2526], [-3.0653, 2.7425, -1.1588], [-2.0599, 4.5365, -2.1557], [-0.0453, 5.7313, -2.9376], [2.1253, 4.5307, -3.0324], [2.2392, 2.1721, -2.4831]], "lowdin_charge": [0.476, -0.278, -0.103, -0.102, -0.117, 0.002, -0.176, -0.002, -0.088, -0.322, -0.077, -0.108, -0.111, -0.168, -0.135, 0.099, 0.107, 0.106, 0.170, 0.067, 0.098, 0.070, 0.109, 0.123, 0.099, 0.094, 0.094, 0.072], "orbital_gap_ev": 6.05, "homo_energy_ev": -6.1, "energy_ha": -607.538407, "e_lumo_ha": -0.0007}


# 6
{"formula": "CH3CeMgO2", "method": "ωB97M-V with the def2-TZVPD basis set", "symbols": ["O", "Mg", "O", "C", "Ce", "H", "H", "H"], "xyz": [[2.8905, -0.2011, -0.1629], [1.2281, 0.5251, -0.3674], [-0.5529, 0.7824, 0.0058], [-1.8323, 0.2643, -0.0025], [4.9363, -1.6905, 0.5064], [-1.9265, -0.6657, -0.5984], [-2.1615, 0.0106, 1.0247], [-2.5816, 0.9750, -0.4058]], "lowdin_spin": [-0.023, 0.000, 0.000, 0.000, 2.023, 0.000, 0.000, 0.000], "orbital_gap_ev": [5.89, 5.68], "spin_multiplicity": 3, "homo_energy_ev": [-11.2, -11.2], "charge": 1, "energy_ha": -865.252737, "e_lumo_ha": [-0.1947, -0.2026]}


The records above yield energy relative to the best compared isomer or geometry (same formula, charge and spin) values of 50.5 183.8 50.8 10.9 62.2 77.1 kcal per mole, respectively.